# 1
This record from the OMol25 dataset describes a cluster of 9 separate species, C59H133BrN7O in total. The level of theory is ωB97M-V with the def2-TZVPD basis set.

## Properties
Frontier orbital gap ... 3.83 eV
E ... -145807.6542 eV
Total charge ... +5

CARTESIAN COORDINATES (ANGSTROEM)
Br 0.57 -7.85 -0.75
O 0.46 0.11 0.88
N 6.28 5.11 -5.00
N -3.73 6.40 0.35
N 2.34 2.74 7.18
N 1.78 -3.91 -7.47
N -3.06 -3.91 4.96
N -10.66 -0.91 -1.42
N 6.84 -5.34 1.97
C -1.33 -5.62 5.22
C 1.38 -2.84 -6.45
C -4.94 7.35 0.87
C -4.16 5.29 -0.54
C 4.77 2.74 6.87
C -3.49 -2.49 5.33
C 1.61 -1.66 -0.44
C -12.88 -1.42 -2.62
C -3.70 7.21 -1.99
C 0.01 -3.24 -6.01
C 2.62 3.68 5.98
C -2.87 5.91 1.50
C 8.95 -2.03 1.94
C 0.49 -3.89 -8.22
C 5.86 -7.01 3.41
C -11.01 -2.39 -1.28
C 7.94 -6.29 2.53
C 1.85 1.40 6.66
C -0.65 -3.85 -7.23
C -11.70 -0.53 -2.50
C 7.10 4.10 -7.23
C -11.02 -0.34 -0.02
C -8.11 -0.78 -0.64
C 7.19 -7.59 2.77
C 6.63 4.08 -3.99
C 3.28 -4.18 -9.56
C -12.54 -2.54 -1.61
C 5.97 4.61 -6.43
C 4.93 5.51 -4.35
C -6.43 5.32 1.71
C 2.99 -3.37 -8.35
C -3.58 -4.95 5.96
C -9.20 -0.57 -1.83
C -1.47 -4.12 5.11
C -2.56 -6.08 5.84
C 6.67 -5.67 0.49
C 7.24 -3.84 2.18
C -5.76 6.73 2.03
C 8.62 -3.47 1.65
C 4.07 3.28 5.65
C 1.00 0.66 -1.40
C -3.47 -4.23 3.48
C 1.30 3.38 8.14
C -0.98 4.34 8.58
C -0.01 3.83 7.52
C -4.31 5.82 -1.98
C -4.99 -2.40 5.77
C 5.60 -5.63 2.76
C 7.47 6.20 -5.01
C -6.78 -0.98 -1.39
C 2.22 -5.20 -6.76
C -2.96 7.29 -0.66
C 6.20 4.52 -2.64
C 5.14 5.59 -2.90
C 1.31 -0.19 -0.12
C -5.35 -0.88 5.95
C 6.51 3.51 -8.48
C 4.65 -3.82 -10.08
C 3.72 2.57 7.95
H 5.36 -3.73 -9.26
H -1.13 -6.09 4.25
H 1.39 0.44 -2.39
H -5.82 4.41 1.73
H 3.70 3.48 8.56
H -4.50 8.21 1.36
H 6.03 -6.80 4.46
H 5.59 3.36 7.25
H 6.99 4.76 -1.93
H -0.57 5.11 9.23
H 2.52 -5.91 -7.53
H -5.99 -0.87 -0.64
H 0.00 0.43 -1.76
H 8.43 5.75 -5.24
H 8.41 -1.36 1.27
H 4.09 2.47 4.92
H -6.27 -0.83 6.53
H -4.63 -0.27 6.50
H -8.29 -1.63 0.02
H 2.31 0.15 0.13
H -11.22 -0.36 -3.47
H 1.01 1.62 6.01
H -1.83 4.72 8.01
H 4.93 -4.60 -10.79
H -6.79 -2.03 -1.69
H -0.43 -2.29 -5.71
H 1.85 3.57 5.22
H 4.69 6.49 -4.77
H -8.06 0.11 -0.01
H 3.95 1.60 8.39
H -12.70 -3.56 -1.96
H -6.58 7.43 2.16
H 7.58 -5.40 -0.05
H 0.48 -4.80 -8.83
H 6.50 -3.25 1.64
H 5.80 -5.07 0.24
H 2.03 -2.66 -5.59
H -0.49 -5.65 5.91
H -2.71 8.23 -0.17
H 1.85 -2.24 0.46
H 5.16 -7.84 3.38
H 4.77 -5.73 2.06
H -10.84 0.74 -0.02
H 8.75 -6.24 1.81
H 8.80 -1.66 2.96
H 0.11 4.58 6.74
H 8.25 -5.79 3.44
H -1.18 -4.78 -7.04
H -3.30 -1.84 4.47
H -2.92 7.31 -2.74
H -1.45 -3.17 -7.52
H -3.57 -4.39 6.89
H 6.03 3.22 -4.29
H -5.35 5.87 -2.29
H -2.91 -6.91 5.22
H 1.29 -1.87 -6.94
H 0.99 1.74 -1.24
H -13.14 -2.34 -0.72
H 7.67 3.77 -4.00
H -3.31 4.61 -0.49
H -10.41 -2.85 -2.06
H 7.04 -3.66 3.24
H 6.56 -6.74 0.32
H 5.58 3.72 -2.23
H -6.65 -0.35 -2.27
H -5.29 -2.88 6.70
H 1.74 4.24 8.63
H 5.49 5.51 -6.82
H -9.26 0.47 -2.14
H 1.45 0.82 7.50
H 7.77 4.93 -7.48
H -12.94 -1.69 -3.68
H 2.37 -1.96 -1.16
H -10.70 -2.79 -0.31
H 2.55 4.69 6.39
H -11.94 0.51 -2.31
H -0.18 -3.94 -5.19
H 3.89 -3.16 -7.77
H 5.42 3.49 -8.52
H -0.44 3.02 6.93
H 7.59 -8.36 3.44
H 8.69 -3.53 0.57
H 4.44 -2.86 -10.56
H -1.85 5.63 1.23
H 1.35 -5.53 -6.19
H 2.54 -3.72 -10.21
H -10.39 -0.86 0.70
H -2.79 6.76 2.18
H 7.28 6.88 -5.84
H 6.71 4.10 -9.37
H -2.80 -3.73 2.78
H -3.27 5.09 2.10
H -2.03 6.72 -0.59
H 5.17 3.89 -6.29
H -1.44 3.53 9.14
H -2.30 -6.35 6.87
H 4.19 4.74 -4.55
H -5.58 -0.44 4.98
H -4.50 -3.94 3.26
H -13.81 -0.94 -2.32
H 3.03 -5.24 -9.58
H 5.25 -4.81 3.40
H -7.20 5.25 2.48
H 0.47 -2.90 -8.68
H 2.85 -2.38 -8.78
H 1.20 2.65 8.95
H -6.96 5.45 0.77
H -12.06 -0.61 0.12
H -8.95 -1.08 -2.76
H 9.98 -1.76 1.71
H 9.27 -4.21 2.13
H 7.62 3.30 -6.71
H -4.92 4.62 -0.14
H 5.22 1.83 6.47
H -4.51 7.93 -2.08
H -5.40 7.65 -0.07
H -3.26 -5.25 3.16
H 6.96 2.51 -8.45
H 7.11 -8.16 1.84
H -5.22 6.51 2.96
H 3.07 -4.82 -6.19
H 5.45 6.56 -2.51
H 4.68 4.12 5.30
H -1.26 -3.59 6.04
H 0.70 -2.22 -0.61
H 4.17 5.42 -2.43
H -5.60 -2.98 5.08
H 2.75 1.00 6.20
H 7.45 6.70 -4.04
H -4.61 -5.11 5.63
H -2.89 -2.02 6.11
H -3.77 5.26 -2.74
H -1.00 -3.52 4.33

# 2
This record from the OMol25 dataset describes an isolated molecule of C18H12N8O. The level of theory is ωB97M-V with the def2-TZVPD basis set.

## Properties
Frontier orbital gap ... 7.37 eV
E ... -32829.2673 eV
SMILES string ... N#Cc1cnccc1-c1cnc(N)c(C(=O)Nc2nc3ccccc3[nH]2)n1

CARTESIAN COORDINATES (ANGSTROEM)
O -4.18 -0.09 1.16
N -0.65 1.50 3.40
N -2.31 0.48 2.19
N -4.29 1.15 -1.43
N -1.17 -3.33 -4.65
N 2.99 -3.02 -2.38
N -1.23 -0.77 -0.51
N 0.10 0.59 1.54
N -2.60 0.37 -2.70
C 2.48 1.48 1.59
C 1.17 1.28 2.03
C 0.73 -2.58 -3.06
C -1.49 -0.37 -2.84
C 1.55 2.58 4.02
C -2.36 -0.02 -0.33
C -0.99 0.80 2.36
C 1.98 -3.17 -3.21
C -3.06 0.53 -1.46
C 0.68 1.82 3.18
C -2.97 0.13 1.01
C -0.79 -0.99 -1.76
C 1.56 -1.69 -1.03
C 2.77 -2.30 -1.29
C 0.50 -1.75 -1.96
C -0.27 -2.98 -3.99
C 3.33 2.30 2.38
C 2.88 2.78 3.59
H 0.04 0.21 0.61
H -4.70 1.20 -2.40
H -4.87 0.93 -0.61
H 1.42 -1.10 -0.09
H 1.22 2.87 5.03
H -2.89 0.76 2.98
H -1.05 -0.45 -3.82
H 3.50 3.34 4.28
H 2.86 1.10 0.64
H 3.59 -2.16 -0.58
H 4.37 2.46 2.13
H 2.17 -3.89 -4.03

# 3
This record from the OMol25 dataset describes an isolated molecule of C6H12S. The level of theory is ωB97M-V with the def2-TZVPD basis set.

## Properties
Frontier orbital gap ... 8.13 eV
E ... -17248.3874 eV
ΔE to the lowest compared entry with this formula, charge and spin ... 310.1 kJ/mol

CARTESIAN COORDINATES (ANGSTROEM)
S -1.80 0.00 0.86
C 1.17 -0.78 0.90
C -3.13 -0.50 -0.37
C 2.43 0.00 0.96
C 0.53 -1.00 -0.38
C -0.39 0.21 -0.18
C 0.19 1.53 -0.59
H 3.11 -0.54 0.28
H 0.84 -1.21 1.85
H 2.22 0.93 0.40
H 0.06 -1.99 -0.54
H 2.79 0.32 1.83
H 0.68 2.11 0.27
H 1.13 -0.92 -1.26
H 0.99 1.49 -1.40
H -3.43 0.37 -0.94
H -2.74 -1.24 -0.95
H -4.08 -0.86 0.23
H -0.58 2.09 -0.97

# 4
This record from the OMol25 dataset describes a cluster of 4 separate species, C3H14NO5S2 in total. The level of theory is ωB97M-V with the def2-TZVPD basis set.

## Properties
Spin multiplicity ... 2
Frontier orbital gap (spin up / spin down) ... 10.76 / 6.52 eV
E ... -36718.3401 eV
Total charge ... +2

CARTESIAN COORDINATES (ANGSTROEM)
S -2.39 -1.42 1.26
S -1.89 -1.98 -0.61
O 1.14 3.04 0.79
O -1.64 2.08 0.64
O 2.49 0.68 2.16
O 1.57 -0.27 -2.60
O 2.27 1.18 -1.07
N 0.46 0.36 0.75
C 0.66 -0.58 -0.45
C -0.64 -0.77 -1.22
C 1.62 0.23 -1.36
H 3.00 -0.11 2.36
H -0.50 0.52 1.07
H -2.30 2.45 1.24
H 2.14 0.26 -3.14
H 0.81 1.32 0.58
H -1.13 0.17 -1.48
H 1.03 0.03 1.56
H -0.43 -1.19 -2.21
H 1.15 -1.42 0.04
H -3.08 -0.30 0.92
H 1.80 3.68 1.10
H 1.43 2.88 -0.11
H 3.08 1.43 2.07
H -0.82 2.58 0.72

# 5
This record from the OMol25 dataset describes an isolated molecule of C4H3NO. The level of theory is ωB97M-V with the def2-TZVPD basis set.

## Properties
Frontier orbital gap (spin up / spin down) ... 8.99 / 8.99 eV
E ... -7729.0078 eV
SMILES string ... O=C[C@@H]1C2=N[C@H]21
ΔE to the lowest compared entry with this formula, charge and spin ... 360.5 kJ/mol

CARTESIAN COORDINATES (ANGSTROEM)
O -0.84 1.95 0.18
N 1.33 -1.35 -0.94
C -0.65 0.96 0.84
C -0.22 -0.36 0.29
C 1.25 -0.77 0.23
C 0.31 -0.50 -1.21
H 0.36 0.32 -1.92
H -0.81 -1.21 0.60
H -0.76 0.96 1.94

# 6
This record from the OMol25 dataset describes a structure of composition C30H38IrNO7SSi. The level of theory is ωB97M-V with the def2-TZVPD basis set.

## Properties
Frontier orbital gap ... 8.21 eV
E ... -69105.5830 eV
ΔE to the lowest compared entry with this formula, charge and spin ... 0.0 kJ/mol

CARTESIAN COORDINATES (ANGSTROEM)
Ir 0.56 1.43 -0.70
S 0.51 3.49 -1.69
Si 0.23 -1.79 0.90
O 2.04 0.86 -2.01
O 1.15 4.64 -1.05
O 1.66 1.79 1.06
O -1.39 2.97 2.52
O 0.56 -0.32 0.30
O -0.91 2.08 0.54
O 2.35 -0.08 -4.03
N -0.55 0.63 -2.19
C 0.92 2.54 2.08
C -1.81 -0.97 -4.04
C -2.39 -0.76 1.25
C 1.66 0.26 -3.09
C 0.98 3.49 -3.44
C -1.87 0.42 -2.10
C -1.60 -1.91 1.32
C 0.72 -3.14 -0.35
C -4.33 -1.97 1.96
C 3.36 -1.70 3.64
C 1.39 -2.28 4.88
C 2.60 -1.67 2.47
C -0.58 2.54 1.72
C 0.64 -2.24 3.72
C -1.23 3.92 -2.02
C 2.75 -2.01 4.85
C 2.01 -2.71 -1.07
C 0.16 0.03 -3.15
C 0.97 -4.49 0.34
C 1.23 -1.94 2.49
C 1.12 1.84 3.41
C 1.46 3.96 2.10
C -0.04 4.42 -4.09
C -2.53 -0.37 -3.02
C -0.40 -3.29 -1.39
C -1.39 3.96 -3.53
C -0.44 -0.76 -4.11
C -3.74 -0.79 1.56
C -3.57 -3.13 2.06
C -2.21 -3.09 1.75
H -0.09 -3.97 -2.19
H 4.42 -1.48 3.60
H 2.51 3.94 2.40
H 3.09 -1.42 1.54
H -1.92 0.19 0.98
H -4.02 -4.05 2.38
H -3.59 -0.53 -2.91
H 2.19 1.82 3.66
H 0.89 4.53 2.83
H -1.87 3.23 -1.48
H -2.21 4.62 -3.82
H 2.02 3.81 -3.48
H 1.26 -5.24 -0.40
H 0.08 -4.86 0.84
H -1.62 2.96 -3.91
H 1.56 0.83 1.29
H 0.19 -1.21 -4.86
H 1.77 -4.42 1.08
H -0.43 -2.44 3.77
H 0.89 2.48 -3.82
H 1.87 -1.78 -1.63
H 0.58 2.37 4.18
H -2.30 -1.61 -4.76
H 0.91 -2.52 5.83
H 0.15 5.45 -3.80
H 0.75 0.81 3.38
H 1.37 4.43 1.13
H -5.39 -2.00 2.21
H -4.33 0.12 1.51
H 0.01 4.36 -5.18
H 3.33 -2.03 5.76
H -1.32 4.91 -1.56
H 2.31 -3.49 -1.78
H -0.63 -2.32 -1.85
H -1.31 -3.68 -0.94
H 2.84 -2.56 -0.38
H -1.64 -4.00 1.84
H -2.38 0.92 -1.29